No. 1
{"formula": "C42H37Cl2FN4O6OsP", "method": "ωB97M-V/def2-TZVPD", "elements": ["C", "C", "H", "C", "C", "H", "F", "H", "H", "H", "C", "O", "C", "H", "H", "H", "C", "H", "C", "C", "C", "C", "C", "C", "C", "H", "H", "H", "Cl", "H", "C", "C", "C", "C", "C", "C", "H", "H", "C", "H", "H", "O", "C", "H", "P", "H", "C", "H", "C", "N", "N", "C", "C", "C", "H", "H", "C", "C", "N", "C", "C", "C", "C", "H", "H", "Cl", "H", "H", "C", "O", "H", "H", "C", "C", "C", "O", "H", "H", "H", "N", "H", "C", "H", "H", "C", "Os", "C", "C", "C", "O", "H", "H", "O", "H"], "xyz": [[-5.38192, 0.98573, -4.88818], [3.64178, 2.79233, -2.77808], [-1.78562, 2.78543, 2.85672], [0.95778, -1.76367, 5.10132], [-1.19052, -0.60807, -6.33668], [1.58998, -0.62987, 7.37792], [1.81018, -3.51097, 3.67952], [0.66088, 3.50783, 4.68002], [-1.24972, 1.48183, 5.98652], [1.20898, 2.09993, 5.58752], [2.54018, 2.11933, -2.26638], [-0.45252, -0.74357, 0.43302], [0.11338, -2.44457, -3.31358], [0.30478, 3.38223, 6.40082], [0.26248, -3.31287, -7.76058], [0.28858, 5.44843, -5.53398], [5.08668, 0.92293, -2.24198], [-2.40832, 3.03843, -3.25278], [1.25978, 2.77793, -2.17028], [-0.08132, -2.63737, -6.99318], [1.80378, -1.69427, 7.44462], [0.16248, -2.91797, -5.66588], [-1.28142, 1.82823, 2.80942], [0.17368, 2.08423, -5.24488], [0.59418, 3.33473, -5.66328], [-5.82882, -1.62157, -2.78378], [1.78208, -2.15627, 9.55672], [1.09988, -4.36937, 5.65882], [6.22788, 3.02123, -3.48438], [2.88168, -4.12087, 8.11162], [1.13468, -2.35737, 3.82682], [-0.56092, -0.04317, 1.48272], [1.12308, -2.27957, 8.69622], [-0.92392, 2.12323, 5.16422], [-0.93942, 1.97603, -4.41348], [2.66018, 0.75833, -1.78408], [-3.50972, 1.92323, -5.33258], [0.86558, -2.28507, 1.74832], [-1.13872, 4.37003, -4.35608], [2.89338, -1.79467, 7.52942], [0.18778, -0.01937, 6.05222], [-1.94292, 1.28573, -0.69908], [1.91658, -4.34007, 7.65322], [0.57388, -3.43097, -3.23808], [-1.48812, 0.37323, -3.78088], [2.79758, -3.88017, 5.75472], [0.39888, 2.81733, 5.47832], [-1.63742, 5.25813, -4.00238], [-3.29432, 0.29973, -3.93418], [-0.04022, -1.83837, -2.18388], [1.34758, -2.39537, 6.26382], [1.81598, -3.77767, 6.23332], [-1.90482, 1.92143, 0.41292], [4.02028, 0.23643, -1.71978], [0.77118, -4.21057, 9.38762], [6.07348, 0.48633, -2.21238], [-4.01152, 1.14473, -4.77618], [-0.16692, 0.09813, 3.94832], [0.85318, -3.72967, 8.48442], [-6.03542, -0.00757, -4.17648], [-0.91072, -0.85377, -4.99778], [-0.05442, 4.47573, -5.21638], [-1.57702, 3.12573, -3.94048], [-1.73452, 0.28763, -6.60088], [0.30298, -2.11667, -0.30278], [4.22048, -1.29677, -1.00508], [-1.69982, 2.87473, 5.00452], [3.52348, 3.79433, -3.15948], [-1.20162, 1.21393, 1.58102], [0.21488, 2.27683, -1.78958], [0.69258, 1.19573, -5.57428], [-5.93852, 1.64103, -5.53898], [-0.01822, -0.56777, 2.71342], [-5.31952, -0.84777, -3.33558], [-0.22782, -2.03477, -4.64288], [-2.41452, 2.99183, 0.63252], [1.79498, -5.42347, 7.62252], [1.42688, 3.41663, -6.34418], [-7.10282, -0.12807, -4.27838], [-0.80752, 1.32123, 3.95032], [-0.04092, -3.84117, 7.98982], [-3.95252, -0.69327, -3.20768], [-3.37892, -1.33527, -2.54368], [1.25928, 3.84103, -2.46368], [0.66788, -1.78667, 2.68262], [-0.78892, -0.05037, -1.59318], [-0.76922, -1.47967, -7.32998], [4.90258, 2.19563, -2.80728], [0.32118, -0.51887, 5.11002], [0.39898, -2.62507, -1.13948], [0.67678, -3.82537, -5.39228], [-0.97812, -1.25537, -8.36318], [1.70088, 0.03783, -1.44218], [0.18208, -1.77167, 8.90872]], "atomic_forces_ev_per_a": [[0.0, 0.0, -0.1], [-1.3, -0.1, 0.3], [0.0, 0.0, 0.1], [-0.4, 0.5, -0.5], [0.0, 0.0, 0.2], [0.0, -0.1, 0.1], [0.1, 0.0, 0.1], [0.0, 0.1, 0.0], [0.0, 0.1, -0.1], [0.1, 0.0, 0.0], [0.9, -0.2, -0.3], [0.1, 0.0, -1.5], [0.2, -0.5, 0.7], [0.0, 0.1, 0.1], [0.0, -0.1, -0.1], [0.0, 0.1, -0.1], [0.0, -0.2, 0.1], [0.0, 0.1, 0.0], [-0.7, 0.7, -0.1], [-0.1, 0.2, -0.1], [0.1, 0.1, 0.0], [0.0, 0.2, 0.4], [0.0, -0.1, -0.1], [-0.3, -0.1, 0.1], [0.2, 0.0, 0.0], [-0.1, -0.1, 0.1], [-0.1, -0.2, 0.0], [0.1, 0.0, 0.1], [-0.3, -0.1, 0.1], [-0.2, 0.0, 0.1], [-0.1, 0.1, -0.4], [-0.2, 1.0, 1.5], [0.2, 1.0, 0.0], [0.3, 0.4, 0.6], [0.0, -0.1, 0.1], [-0.1, -0.2, 0.1], [0.0, 0.0, -0.1], [0.0, -0.1, 0.0], [0.0, 0.0, 0.1], [-0.1, 0.1, 0.0], [-0.1, 0.0, 0.2], [-0.5, -0.8, -1.9], [0.5, -0.3, -0.5], [0.0, 0.2, 0.1], [-0.5, 0.4, -0.8], [-0.1, -0.1, 0.1], [-0.2, -0.1, 0.0], [-0.1, 0.1, 0.0], [0.2, 0.0, 0.3], [-0.1, -0.6, -0.3], [0.0, -0.4, 0.4], [0.0, -0.3, -0.2], [0.4, 0.5, 2.4], [0.3, -0.1, 0.0], [-0.1, 0.1, -0.2], [0.1, 0.0, 0.0], [0.2, 0.0, 0.0], [0.3, -0.6, -0.5], [-0.4, -0.3, 0.2], [0.1, 0.0, 0.0], [0.3, -0.1, 0.3], [0.0, 0.0, 0.0], [0.0, -0.2, -0.1], [0.0, 0.1, -0.1], [-0.2, 0.1, -0.6], [0.1, 0.1, -0.1], [0.0, -0.2, 0.0], [0.0, 0.2, 0.0], [0.0, -0.3, -0.8], [0.4, 0.1, 0.0], [0.0, 0.0, -0.1], [-0.1, 0.1, -0.1], [0.0, 0.0, 0.0], [0.0, -0.1, 0.0], [-0.3, 0.5, -0.8], [0.0, -0.1, -0.4], [0.0, 0.1, 0.1], [0.1, 0.0, -0.1], [-0.1, 0.0, 0.0], [-0.3, 0.0, -0.3], [0.1, 0.0, 0.2], [0.2, 0.1, 0.0], [-0.1, -0.1, 0.0], [0.0, 0.0, 0.0], [0.0, 0.0, 0.4], [0.3, 0.5, 1.1], [0.0, -0.1, 0.1], [0.5, -0.4, 0.1], [0.1, -0.1, 0.1], [0.4, -0.5, 0.2], [0.1, -0.2, 0.0], [0.0, 0.0, -0.1], [0.3, 0.2, 0.0], [0.0, -0.2, 0.0]], "lowdin_spin": [0.002, 0.051, 0.000, 0.000, 0.000, 0.000, 0.000, 0.000, 0.000, 0.000, 0.098, 0.040, 0.070, 0.000, 0.000, 0.000, -0.037, 0.000, 0.017, -0.003, 0.000, 0.017, 0.002, -0.001, 0.001, 0.000, 0.000, 0.000, 0.110, 0.000, 0.001, 0.002, 0.000, 0.000, -0.001, 0.093, 0.000, 0.000, 0.001, 0.000, 0.000, 0.147, 0.000, 0.002, 0.025, 0.000, 0.000, 0.000, 0.017, -0.001, 0.000, 0.000, 0.017, 0.156, 0.000, -0.004, 0.001, 0.000, 0.000, 0.001, 0.014, 0.000, -0.001, 0.000, 0.001, 0.061, 0.000, -0.001, 0.008, 0.101, 0.000, 0.000, 0.002, 0.001, 0.001, 0.020, 0.000, 0.000, 0.000, 0.006, 0.000, 0.013, 0.009, 0.002, -0.001, 2.422, 0.018, 0.200, 0.000, -0.009, 0.001, 0.001, 0.301, 0.000], "total_energy_ha": -3744.517582, "lumo_ev": [-6.96, -9.44], "fmax_ev_per_a": 2.45, "spin_multiplicity": 5, "total_charge": 3}

***

No. 2
{"formula": "C2HIN2O2", "method": "ωB97M-V/def2-TZVPD", "elements": ["O", "N", "H", "O", "I", "C", "C", "N"], "xyz": [[0.23543, 0.92425, -1.81853], [-0.15551, 0.06289, -1.06623], [-1.71220, 1.49148, 0.51295], [-0.99048, -0.78136, -1.30284], [2.05134, 1.25700, 0.53287], [0.16125, -1.03973, 1.09848], [0.44041, 0.01549, 0.24206], [-0.03024, -1.92999, 1.80125]], "atomic_forces_ev_per_a": [[-0.1, 0.2, -0.4], [-0.1, -0.2, -0.2], [0.1, 0.0, 0.1], [-0.3, -0.3, -0.1], [-0.4, -0.3, 0.2], [-0.1, 0.1, -0.4], [1.0, 0.9, 0.3], [-0.1, -0.4, 0.5]], "mulliken_charge": [-0.565, 1.031, 0.056, -0.552, 0.284, 0.417, -0.364, -0.307], "total_energy_ha": -634.218188, "lumo_ev": [-3.28, -0.84], "fmax_ev_per_a": 1.34}

***

No. 3
{"formula": "C3H8", "method": "ωB97M-V/def2-TZVPD", "elements": ["H", "H", "H", "H", "H", "C", "H", "C", "H", "H", "C"], "xyz": [[-0.12692, -5.15689, -4.08785], [0.03544, -3.31555, -2.35084], [1.23968, -2.45453, -3.45178], [-1.01340, 3.72109, 5.14664], [-1.17022, 5.40265, 4.56093], [0.52337, -3.24752, -3.31072], [-0.52368, 4.08371, 3.48326], [-0.59240, 4.48455, 4.49196], [0.88132, -4.06440, -5.15188], [0.38314, 4.75180, 4.88300], [0.36366, -4.20490, -4.21272]], "atomic_forces_ev_per_a": [[-0.5, 0.2, 0.2], [0.0, 0.1, 0.2], [-0.2, 0.4, -0.2], [-0.1, 0.1, 0.0], [-0.3, -0.1, -0.3], [-0.2, -0.8, 0.4], [0.0, 0.2, 0.0], [0.1, 0.0, 0.5], [0.1, -0.3, -0.2], [0.3, -0.2, -0.1], [0.9, 0.5, -0.4]], "mulliken_charge": [0.241, 0.229, 0.220, 0.224, 0.225, -0.435, 0.217, -0.897, 0.200, 0.231, -0.455], "total_energy_ha": -119.053009, "lumo_ev": 1.34, "fmax_ev_per_a": 1.05}

***

No. 4
{"formula": "C2H4CoO3", "method": "ωB97M-V/def2-TZVPD", "elements": ["C", "Co", "H", "H", "O", "H", "O", "C", "H", "O"], "xyz": [[1.88384, 0.84248, 0.66850], [0.70703, -1.51219, 0.99045], [2.11928, 1.91626, 0.75162], [-0.01526, 0.50330, -0.97254], [1.76797, -1.09962, -0.55076], [-1.49766, 0.35985, 0.08493], [1.35542, 0.23423, 1.69010], [1.76645, 0.26036, -0.61740], [2.43899, 0.70697, -1.37261], [-0.90306, -0.24301, -0.36757]], "atomic_forces_ev_per_a": [[-2.5, 0.4, -0.7], [-0.5, -0.1, -0.5], [0.1, -0.2, 0.2], [-1.6, -2.3, 2.7], [-0.7, -0.4, -0.7], [0.1, 0.3, 0.1], [1.1, 0.7, -0.1], [2.1, 0.1, 1.0], [-0.4, -0.1, -0.1], [2.1, 1.5, -1.8]], "lowdin_spin": [0.024, 3.463, 0.003, 0.003, 0.210, 0.004, 0.171, 0.026, 0.003, 0.091], "total_energy_ha": -1686.991275, "lumo_ev": [4.10, 4.02], "fmax_ev_per_a": 3.89, "spin_multiplicity": 5, "total_charge": -1}